(1)
145
Properties=species:S:1:pos:R:3 method="wB97M-V/def2-TZVPD" de_lowest_ev=3.3170 homo_energy_ev=-9.8565 charge=0
C 5.69 19.10 9.64
C 6.16 19.23 8.16
O 5.01 19.51 7.41
P 4.91 19.01 5.87
O 3.74 19.57 5.11
O 6.26 19.47 5.17
C 6.39 19.49 3.75
C 6.07 20.91 3.34
O 5.01 17.39 5.91
C 3.78 16.61 5.77
C 3.12 16.38 7.12
H 6.52 18.80 10.29
H 5.37 20.12 9.83
H 4.93 18.35 9.85
H 6.82 20.09 8.01
H 6.68 18.32 7.87
H 7.43 19.37 3.44
H 5.77 18.80 3.18
H 6.10 21.07 2.26
H 5.11 21.23 3.73
H 6.87 21.58 3.67
H 3.09 17.11 5.09
H 4.07 15.73 5.21
H 3.87 15.94 7.77
H 2.77 17.34 7.50
H 2.27 15.71 6.99
C -0.18 14.85 -4.04
C 0.50 15.21 -2.74
O -0.15 16.17 -1.96
P 0.25 17.73 -1.90
O 1.70 17.95 -1.83
O -0.58 18.30 -0.66
C -1.98 18.48 -0.72
C -2.76 17.29 -0.25
O -0.44 18.34 -3.24
C 0.25 19.49 -3.81
C -0.68 20.75 -3.58
H -1.11 14.33 -3.81
H -0.42 15.69 -4.70
H 0.36 14.16 -4.69
H 0.71 14.35 -2.10
H 1.44 15.65 -3.09
H -2.21 19.39 -0.17
H -2.25 18.65 -1.76
H -3.81 17.49 -0.08
H -2.65 16.47 -0.96
H -2.22 17.00 0.65
H 1.27 19.58 -3.45
H 0.42 19.33 -4.88
H -1.74 20.67 -3.78
H -0.65 21.01 -2.52
H -0.34 21.67 -4.06
C 4.96 22.51 -0.73
C 4.88 23.63 0.35
O 5.81 24.68 0.13
P 7.35 24.53 0.61
O 7.80 23.11 0.72
O 7.31 25.39 1.99
C 7.29 24.78 3.23
C 8.71 24.61 3.76
O 8.30 25.38 -0.38
C 8.05 26.72 -0.63
C 8.88 27.23 -1.80
H 5.93 22.02 -0.72
H 4.20 21.73 -0.62
H 4.75 23.08 -1.63
H 3.86 24.02 0.30
H 5.10 23.29 1.36
H 6.68 25.27 3.98
H 6.94 23.76 3.05
H 9.30 24.22 2.94
H 9.13 25.53 4.16
H 8.76 23.90 4.59
H 6.97 26.85 -0.71
H 8.47 27.24 0.23
H 9.95 27.34 -1.62
H 8.67 26.61 -2.67
H 8.48 28.24 -1.94
C 2.09 12.29 -7.91
C 3.43 12.91 -7.66
O 3.48 13.63 -6.43
P 3.87 15.22 -6.47
O 5.29 15.48 -6.93
O 2.66 15.91 -7.27
C 2.82 17.18 -7.88
C 1.73 18.03 -7.37
O 3.63 15.69 -4.95
C 3.66 17.01 -4.52
C 5.11 17.38 -4.37
H 1.77 11.62 -7.11
H 1.29 13.04 -7.91
H 2.07 11.71 -8.83
H 4.15 12.10 -7.52
H 3.81 13.50 -8.49
H 3.77 17.69 -7.71
H 2.82 17.02 -8.96
H 1.59 17.91 -6.30
H 1.69 19.07 -7.71
H 0.70 17.69 -7.47
H 3.28 17.66 -5.32
H 3.16 17.06 -3.56
H 5.42 17.61 -3.35
H 5.75 16.62 -4.81
H 5.43 18.24 -4.96
C 7.15 16.21 -1.56
C 8.43 16.13 -2.39
O 8.07 16.18 -3.75
P 9.12 16.03 -4.88
O 8.51 15.93 -6.25
O 10.10 17.29 -4.64
C 9.64 18.58 -4.45
C 10.60 19.47 -5.28
O 10.01 14.75 -4.35
C 11.00 14.19 -5.19
C 11.87 13.24 -4.38
H 7.19 15.78 -0.56
H 6.73 17.21 -1.51
H 6.35 15.58 -1.97
H 9.23 16.83 -2.16
H 8.89 15.16 -2.25
H 8.62 18.68 -4.82
H 9.88 18.88 -3.43
H 10.55 19.34 -6.36
H 10.47 20.52 -5.03
H 11.62 19.23 -4.98
H 10.57 13.59 -5.99
H 11.54 15.02 -5.65
H 12.86 13.11 -4.82
H 12.07 13.64 -3.39
H 11.49 12.24 -4.20
Br 7.74 16.72 5.08
C 7.30 15.46 3.57
Br 7.33 13.57 4.19
Br 8.49 15.74 1.97
H 6.30 15.67 3.18
Cl 4.63 18.98 -1.16
C 3.96 18.28 0.32
Cl 3.57 19.54 1.57
Cl 5.01 17.13 1.10
H 3.03 17.79 0.04
Cl 3.09 22.69 -4.29
C 3.88 21.08 -4.32
Cl 5.65 21.25 -4.08
Cl 3.49 20.32 -5.90
H 3.55 20.47 -3.48

***

(2)
60
Properties=species:S:1:pos:R:3 method="wB97M-V/def2-TZVPD" homo_energy_ev=-8.0000 charge=0
O -1.29 5.88 -3.97
C -0.24 5.05 -4.11
O 1.09 5.53 -3.63
C -0.36 3.54 -4.77
C -1.30 2.59 -3.76
B -0.99 2.90 -2.17
P 0.23 1.93 -1.04
S 0.40 0.04 -1.50
H 1.09 5.28 -2.64
H -0.91 3.52 -5.80
H 0.72 3.10 -4.86
H -1.21 1.45 -4.06
H -2.42 2.94 -3.98
H -1.57 3.81 -1.66
H -0.29 2.04 0.32
H 1.51 2.64 -1.04
C -3.44 0.55 -1.36
C -3.08 -0.24 -0.11
N -3.86 0.14 1.07
C -3.31 -0.39 2.32
C -3.28 -1.90 2.50
C -5.32 0.05 0.94
C -5.91 -1.30 0.54
H -3.39 1.63 -1.18
H -2.74 0.32 -2.17
H -4.45 0.31 -1.73
H -2.02 -0.05 0.09
H -3.17 -1.31 -0.33
H -3.85 0.06 3.17
H -2.29 -0.01 2.42
H -4.27 -2.31 2.69
H -2.66 -2.15 3.37
H -2.84 -2.41 1.64
H -5.64 0.79 0.20
H -5.79 0.38 1.87
H -5.40 -1.75 -0.31
H -6.96 -1.16 0.25
H -5.90 -2.01 1.37
C 6.59 -2.80 1.81
C 5.68 -1.60 1.58
N 4.56 -1.88 0.67
C 3.88 -0.67 0.20
C 3.17 0.19 1.23
C 3.68 -2.98 1.05
C 3.01 -2.92 2.42
H 6.94 -3.22 0.87
H 7.47 -2.49 2.39
H 6.09 -3.59 2.38
H 6.30 -0.81 1.14
H 5.33 -1.22 2.54
H 3.17 -0.94 -0.59
H 4.62 -0.04 -0.31
H 2.25 -0.27 1.58
H 2.89 1.15 0.78
H 3.80 0.41 2.10
H 4.26 -3.91 1.00
H 2.91 -3.11 0.28
H 3.71 -2.67 3.22
H 2.59 -3.91 2.66
H 2.19 -2.21 2.43

***

(3)
46
Properties=species:S:1:pos:R:3 method="wB97M-V/def2-TZVPD" homo_energy_ev=-11.7980 charge=+1
Ga 0.22 -0.48 0.84
C 2.56 2.69 2.56
C 2.04 3.75 1.83
C 1.05 3.53 0.89
C 0.57 2.23 0.67
C 1.10 1.17 1.41
C 2.09 1.40 2.35
C -0.50 1.94 -0.32
C -1.13 2.93 -1.10
C -2.11 2.57 -1.97
C -2.52 1.23 -2.09
C -3.55 0.81 -2.96
C -3.93 -0.51 -3.00
C -3.30 -1.45 -2.16
C -2.29 -1.07 -1.31
C -1.88 0.28 -1.27
N -0.87 0.67 -0.43
H 3.33 2.87 3.30
H 2.39 4.76 2.01
H 0.65 4.37 0.34
H 2.50 0.59 2.93
H -0.83 3.96 -1.01
H -2.60 3.33 -2.58
H -4.03 1.54 -3.59
H -4.72 -0.83 -3.67
H -3.62 -2.48 -2.19
H -1.81 -1.80 -0.67
Cl 0.14 -1.08 4.08
C -1.40 -1.49 3.29
Cl -2.06 -0.06 2.42
C -1.17 -2.57 2.22
O -1.64 -3.66 2.37
O -0.40 -2.20 1.20
H -2.10 -1.81 4.04
C 3.18 -2.01 1.07
C 2.52 -1.99 -0.26
N 1.43 -1.31 -0.59
C 1.17 -1.57 -1.93
C 2.13 -2.39 -2.41
N 2.97 -2.65 -1.35
H 2.42 -2.04 1.86
H 3.79 -1.12 1.21
H 3.81 -2.89 1.19
H 0.34 -1.12 -2.44
H 2.28 -2.81 -3.39
H 3.78 -3.24 -1.37

***

(4)
15
Properties=species:S:1:pos:R:3 method="wB97M-V/def2-TZVPD" de_lowest_ev=6.6702 homo_energy_ev=-8.7718 charge=0
C -1.70 0.56 -0.09
C 0.24 -0.04 -1.34
C 1.66 -0.54 -1.33
C 2.29 -1.03 -0.20
H -2.29 0.40 2.78
H -0.97 1.48 2.37
H -1.96 0.67 -1.10
H -0.07 -0.18 0.77
H 1.87 -0.69 -2.61
H 2.07 -1.13 1.13
H 3.39 -1.39 -0.25
N -1.60 0.59 2.05
N -2.46 1.09 0.82
N -0.44 -0.31 -0.13
S -0.03 0.51 -2.87

***

(5)
107
Properties=species:S:1:pos:R:3 method="wB97M-V/def2-TZVPD" multiplicity=5 de_lowest_ev=0.0000 homo_energy_ev="-7.6512 / -8.6823" charge=0
Pt -0.11 0.11 0.28
C -0.74 -3.54 -7.48
C 0.62 -3.26 -6.81
C 1.53 -2.50 -7.79
C 1.28 -4.60 -6.47
C 0.39 -2.41 -5.58
C 0.59 -2.90 -4.28
C 0.37 -2.08 -3.21
Br 0.54 -2.76 -1.46
C 0.00 -0.68 -3.33
O 0.01 0.08 -2.35
C -0.35 -0.23 -4.69
C -0.11 -1.09 -5.73
C -1.00 1.12 -4.91
C -2.34 1.10 -4.14
C -1.31 1.39 -6.38
C -0.11 2.27 -4.40
H -0.59 -4.13 -8.38
H -1.25 -2.61 -7.75
H -1.39 -4.09 -6.80
H 1.74 -3.13 -8.66
H 2.48 -2.24 -7.31
H 1.07 -1.58 -8.15
H 1.46 -5.16 -7.39
H 0.65 -5.21 -5.83
H 2.25 -4.45 -5.98
H 0.91 -3.91 -4.10
H -0.34 -0.75 -6.73
H -2.98 0.30 -4.51
H -2.87 2.05 -4.28
H -2.16 0.95 -3.08
H -1.99 0.64 -6.80
H -0.40 1.42 -6.99
H -1.79 2.36 -6.46
H 0.08 2.19 -3.33
H -0.59 3.22 -4.60
H 0.85 2.25 -4.92
O -1.53 5.23 4.64
C -1.38 4.02 4.05
C -2.27 3.51 3.11
C -1.99 2.28 2.55
N -0.94 1.53 2.86
C -0.15 2.01 3.81
Br 1.25 0.90 4.42
C -0.30 3.24 4.42
H -2.30 5.68 4.28
H -3.16 4.06 2.81
H -2.67 1.86 1.82
H 0.40 3.59 5.17
C 2.99 1.98 0.02
C 3.90 0.77 0.19
C 3.83 -0.16 -1.03
C 3.70 -0.05 1.46
C 4.73 -0.08 2.37
C 4.71 -0.91 3.49
C 3.67 -1.82 3.64
C 2.60 -1.86 2.79
C 1.61 -3.00 2.96
C 0.13 -2.61 3.06
C 1.84 -4.02 1.84
C 2.52 -0.86 1.73
N 1.41 -0.68 1.04
H 3.36 2.60 -0.80
H 2.95 2.59 0.92
H 1.97 1.69 -0.23
H 4.92 1.15 0.26
H 2.82 -0.55 -1.15
H 4.51 -1.00 -0.92
H 4.10 0.39 -1.94
H 5.59 0.56 2.21
H 5.53 -0.88 4.20
H 3.71 -2.53 4.47
H 1.87 -3.48 3.91
H -0.22 -2.16 2.13
H -0.04 -1.89 3.86
H -0.48 -3.50 3.24
H 1.59 -3.57 0.88
H 1.23 -4.91 1.99
H 2.89 -4.31 1.81
C -3.56 -0.45 5.14
C -4.14 -0.16 3.79
C -5.11 0.82 3.63
C -5.62 1.13 2.37
C -5.14 0.44 1.27
C -4.18 -0.56 1.40
C -3.68 -0.84 2.66
S -5.79 0.80 -0.34
O -6.85 1.76 -0.17
O -6.03 -0.44 -1.00
N -4.60 1.55 -1.20
C -4.16 2.89 -0.79
C -2.72 3.18 -1.22
C -1.62 2.31 -0.62
O -0.56 2.86 -0.29
O -1.85 1.04 -0.51
H -4.20 -0.07 5.94
H -2.58 0.02 5.24
H -3.43 -1.52 5.29
H -5.48 1.36 4.49
H -6.39 1.88 2.23
H -3.83 -1.10 0.53
H -2.94 -1.62 2.78
H -3.81 0.90 -1.27
H -4.30 3.05 0.28
H -4.81 3.61 -1.31
H -2.46 4.20 -0.97
H -2.66 3.06 -2.30

***

(6)
23
Properties=species:S:1:pos:R:3 method="wB97M-V/def2-TZVPD" de_lowest_ev=5.9908 homo_energy_ev="-7.3789 / -7.4138" charge=0
C 0.30 -2.22 -0.60
C 1.72 -2.22 -0.21
C -0.71 -1.37 -0.51
C 1.33 1.72 -0.38
C 0.42 0.84 -0.20
C 2.35 -1.16 0.04
C 2.80 1.50 -0.64
C -0.72 0.01 0.13
C -0.69 -0.02 1.71
C -2.09 0.63 -0.41
S 3.48 0.04 0.30
H 0.08 -3.23 -1.13
H 2.15 -3.29 -0.10
H -1.76 -1.59 -0.85
H 1.07 2.77 -0.34
H 2.97 1.55 -1.75
H 3.60 2.14 -0.27
H -1.39 0.65 2.15
H 0.23 0.20 2.13
H -0.98 -0.95 2.10
H -2.33 1.59 0.12
H -2.95 -0.12 -0.16
H -1.81 0.56 -1.51

***

(7)
8
Properties=species:S:1:pos:R:3 method="wB97M-V/def2-TZVPD" de_lowest_ev=0.1423 homo_energy_ev=-11.2988 charge=0
C 0.00 0.00 0.00
H 0.89 -0.57 -0.30
H -0.89 -0.64 -0.08
H 0.12 0.34 1.04
H -0.12 0.87 -0.66
O -1.85 0.14 -2.22
H -1.81 -0.76 -2.62
H -2.41 0.04 -1.43

***

(8)
17
Properties=species:S:1:pos:R:3 method="wB97M-V/def2-TZVPD" de_lowest_ev=1.2327 homo_energy_ev=-8.5018 charge=0
C -1.67 0.38 1.69
N -1.55 1.37 0.62
C -0.54 1.30 -0.41
C -1.10 1.92 -1.70
O -0.69 1.12 -2.83
H -1.29 0.77 2.64
H -1.16 -0.53 1.41
H -2.75 0.31 1.87
H -1.60 2.30 0.99
H 0.43 1.73 -0.14
H -0.24 0.29 -0.65
H -2.18 1.99 -1.58
H -0.77 2.93 -1.94
H -1.46 0.87 -3.32
O 4.68 -5.18 2.08
H 4.34 -5.12 2.98
H 5.04 -4.31 1.88

***

(9)
18
Properties=species:S:1:pos:R:3 method="wB97M-V/def2-TZVPD" de_lowest_ev=0.8734 homo_energy_ev=-8.6231 charge=0
C 1.09 -0.61 -1.55
C -0.93 0.99 -0.56
C 1.04 0.38 1.93
C -1.35 -1.50 1.22
Si 0.33 1.09 -2.08
Si -0.05 -0.35 0.56
H 0.76 -1.27 -2.25
H 2.20 -0.71 -1.49
H -1.16 2.00 -0.12
H -1.98 0.81 -0.89
H 0.59 1.30 2.29
H 1.13 -0.21 2.90
H 1.99 0.52 1.56
H -1.04 -2.19 2.09
H -2.24 -0.97 1.20
H -1.45 -2.32 0.51
H 1.34 2.07 -1.90
H -0.28 0.98 -3.42

***

(10)
12
Properties=species:S:1:pos:R:3 method="wB97M-V/def2-TZVPD" de_lowest_ev=3.7033 homo_energy_ev=-9.4231 charge=0
C 1.56 -0.79 0.22
S 0.22 0.33 -0.19
N 0.71 0.81 -1.58
O -0.17 1.24 0.87
O -1.11 -0.70 -0.26
N -2.11 -0.29 0.63
H 2.07 -1.00 -0.76
H 2.15 -0.31 0.88
H 1.03 -1.63 0.83
H 0.43 1.52 -2.14
H -2.89 0.33 0.23
H -1.90 0.48 1.27

***

(11)
13
Properties=species:S:1:pos:R:3 method="wB97M-V/def2-TZVPD" de_lowest_ev=2.5294 homo_energy_ev=-8.8645 charge=0
O -2.67 -1.56 -0.49
C -1.66 -1.06 0.14
N -0.69 -1.69 1.06
C 0.30 -0.79 1.30
C 0.19 0.30 0.72
C 1.40 1.23 0.44
Cl 1.75 1.39 -1.44
N -1.13 0.31 0.11
H -1.01 -2.40 1.97
H 1.06 -1.05 2.11
H 1.49 2.34 0.73
H 2.49 0.77 0.73
H -1.00 0.77 -0.87

***

(12)
12
Properties=species:S:1:pos:R:3 method="wB97M-V/def2-TZVPD" de_lowest_ev=0.9523 homo_energy_ev=-2.5455 charge=-1
O 3.27 0.11 0.14
C 2.37 -0.55 -0.31
H 2.13 -1.56 0.06
H 1.77 -0.25 -1.17
C -2.48 1.23 0.44
C -1.08 0.86 -0.04
S -0.84 -0.95 -0.17
H -3.19 0.83 -0.26
H -2.70 0.78 1.40
H -2.58 2.33 0.55
H -0.96 1.30 -1.03
H -0.33 1.32 0.61